Below is a 7-piece molecular cluster, C49H48F6NO2 overall, with properties calculated with ωB97M-V/def2-TZVPD.

The geometry in XYZ format:
```
106
Properties=species:S:1:pos:R:3:mulliken_charge:R:1
C -0.91969 3.00405 5.73041 -1.091
C -1.40970 2.79129 4.19981 0.832
C -2.49271 1.70665 3.90136 -0.583
C -3.01741 1.49646 2.41377 -0.652
C -2.41330 2.41699 1.31409 -0.587
C -1.32209 3.50284 1.63302 -0.639
C -0.80219 3.70688 3.10432 0.345
C 0.27054 4.83782 3.43285 -0.509
C 1.72386 4.26968 3.84365 0.025
C 2.50589 5.64948 4.19813 -0.340
N 3.60083 5.79547 3.46443 -0.029
C 3.78157 4.59206 2.57172 -0.837
C 2.47548 3.65572 2.55821 0.669
C 2.61455 2.09844 2.90877 -0.856
O 2.87018 1.24454 1.76095 -0.147
O 2.19302 0.08193 2.02518 -0.354
H -0.93912 4.14310 5.92974 0.241
H 0.13575 2.55970 5.89779 0.153
H -1.62245 2.47451 6.46036 0.411
H -2.91818 1.06334 4.75620 0.301
H -3.81474 0.68920 2.21131 0.411
H -2.79734 2.28107 0.23828 0.353
H -0.96861 4.14295 0.75834 0.293
H -0.15861 5.47350 4.29582 0.549
H 0.42830 5.46379 2.47341 0.021
H 1.82134 3.59419 4.75956 0.369
H 2.05221 6.34883 4.99635 0.425
H 4.19658 6.63228 3.54063 0.284
H 4.06045 5.04976 1.56076 0.330
H 4.64074 3.96253 3.02052 0.398
H 1.94405 3.70315 1.54300 0.341
H 3.38398 1.92704 3.75397 0.288
H 1.60039 1.74951 3.34639 0.336
H 1.30923 0.14574 1.57497 0.302
F -4.08669 -2.26336 2.28942 -0.359
C -3.10230 -2.60198 3.13826 0.052
C -1.91470 -1.88776 3.12201 -0.085
C -0.89598 -2.23541 4.00392 -0.435
C -1.07362 -3.30014 4.88464 -0.637
C -2.26952 -4.01311 4.88854 -0.386
C -3.29174 -3.65872 4.01443 -0.380
H -1.78957 -1.06678 2.42553 0.582
H 0.03511 -1.67819 4.00484 0.412
H -0.27707 -3.57366 5.56932 0.398
H -2.40506 -4.84460 5.57192 0.433
H -4.23211 -4.19734 4.00971 0.435
F 0.78818 6.49631 0.36181 -0.111
C 1.68216 7.44464 0.02773 0.177
C 1.54282 8.11918 -1.17419 -0.651
C 2.46537 9.10298 -1.51601 -0.500
C 3.52281 9.39302 -0.65635 -0.541
C 3.65546 8.70554 0.54592 -0.525
C 2.72649 7.72919 0.89313 0.462
H 0.71870 7.87431 -1.83403 0.437
H 2.36141 9.64259 -2.45095 0.387
H 4.24415 10.15744 -0.92609 0.384
H 4.48195 8.92986 1.21254 0.330
H 2.80779 7.18893 1.82927 0.101
F -0.90592 1.97647 -4.04522 -0.426
C 0.08334 1.62273 -3.20749 0.064
C 1.27902 2.32391 -3.23183 -0.422
C 2.30166 1.96077 -2.36117 -0.536
C 2.12025 0.89375 -1.48421 -0.486
C 0.91674 0.19376 -1.47262 -0.630
C -0.11007 0.56357 -2.33508 -0.128
H 1.40443 3.14588 -3.92722 0.517
H 3.23869 2.50746 -2.36627 0.440
H 2.91997 0.60800 -0.80843 0.481
H 0.77855 -0.64021 -0.79185 0.622
H -1.05655 0.03553 -2.33377 0.532
F 2.12479 -1.72709 -8.08648 -0.321
C 1.01078 -1.57793 -7.35265 0.406
C 0.07592 -2.60117 -7.31874 -0.529
C -1.07700 -2.44837 -6.55359 -0.263
C -1.28525 -1.26959 -5.84055 -0.825
C -0.34160 -0.24677 -5.88613 -0.262
C 0.81592 -0.40363 -6.64202 -0.674
H 0.25198 -3.50680 -7.88657 0.519
H -1.81062 -3.24391 -6.51338 0.411
H -2.18675 -1.14935 -5.24746 0.403
H -0.50820 0.67232 -5.33249 0.675
H 1.56555 0.37826 -6.68221 0.436
F -0.72887 -9.01787 2.51924 -0.311
C -1.61234 -8.16029 1.98625 0.307
C -2.62324 -8.64379 1.17007 -0.486
C -3.54222 -7.75503 0.62161 -0.306
C -3.43330 -6.39174 0.88694 -0.665
C -2.41100 -5.91724 1.70396 -0.111
C -1.49830 -6.80669 2.26164 -0.571
H -2.68707 -9.70671 0.96836 0.427
H -4.34174 -8.12348 -0.01215 0.388
H -4.14826 -5.69843 0.45500 0.406
H -2.32514 -4.85582 1.90603 0.440
H -0.70141 -6.45583 2.90715 0.445
F -1.19014 -5.26788 -7.00114 -0.282
C -0.98162 -6.30699 -6.17515 0.398
C 0.23960 -6.42952 -5.53123 -0.201
C 0.45392 -7.50240 -4.67202 -0.489
C -0.55171 -8.44593 -4.47519 -0.527
C -1.77236 -8.31501 -5.13129 -0.439
C -1.99126 -7.23646 -5.98207 -0.429
H 1.01305 -5.68983 -5.70326 0.459
H 1.40314 -7.60390 -4.15698 0.357
H -0.38204 -9.28506 -3.80807 0.375
H -2.55309 -9.05288 -4.98015 0.366
H -2.93844 -7.11386 -6.49428 0.408
```

E ... -2699.823379 Ha
Gap between HOMO and LUMO ... 5.64 eV
Highest occupied orbital energy ... -10.15 eV
2S+1 ... 1
Net charge ... +1



Below is one molecule with the formula C6H14N2O, with properties calculated with ωB97M-V/def2-TZVPD.

The geometry in XYZ format:
```
23
Properties=species:S:1:pos:R:3:nbo_charge:R:1
C -1.87330 -0.96956 0.69043 -0.651
C -1.41310 -0.56522 -0.55352 -0.087
C 0.13845 -0.86102 -0.32472 -0.525
C 0.92902 -0.16395 0.78972 0.084
C 0.59817 1.30669 0.37999 -0.471
C -0.73444 1.61629 0.12873 -0.272
H -3.03449 -1.30176 0.32718 0.218
H -1.59782 -0.61667 1.71022 0.242
H -1.51616 -2.14638 0.74368 0.223
H -1.90023 -1.28644 -1.37738 0.217
H 0.98681 -1.00012 -1.06099 0.285
H 0.25877 -2.04767 -0.13778 0.187
H 0.68697 -0.18219 1.91393 0.201
H 1.25975 1.33681 -0.49619 0.216
H 0.96953 1.82115 1.30201 0.225
H -1.08306 2.62374 -0.12650 0.224
H -1.29899 1.50983 1.09638 0.183
H -0.92201 0.87549 -1.82127 0.327
H 3.27449 0.65837 -0.99932 0.381
H 2.99639 -1.12633 -1.01623 0.366
N -1.62848 0.87819 -0.87606 -0.571
N 2.55491 -0.22158 -0.90035 -0.578
O 2.34882 -0.13767 0.60802 -0.424
```

E ... -421.481789 Ha
Energy above the lowest of the compared OMol25 structures with the same formula, charge and spin ... 199.9 kcal per mole
Gap between HOMO and LUMO ... 9.73 eV
Highest occupied orbital energy ... -8.92 eV
2S+1 ... 1
Net charge ... 0



Below is C32H26AsN3O2PS7V as an isolated structure, with properties calculated with ωB97M-V/def2-TZVPD.

The geometry in XYZ format:
```
73
Properties=species:S:1:pos:R:3:mulliken_charge:R:1
V 1.12392 -0.57134 1.50897 0.471
S 1.53415 -3.00932 5.27185 -0.370
As 0.90770 -1.29446 4.27160 0.427
S 2.64096 -0.41093 3.06405 -0.276
S -0.22773 -1.98051 2.35114 -0.345
S -0.18193 0.10507 5.34003 -0.365
O 2.41389 1.50544 -0.37999 -0.672
C 1.67521 0.74347 -0.94842 -0.616
N 1.48769 0.56877 -2.28203 0.459
C 0.56112 -0.49928 -2.62687 3.010
C 0.19384 -1.02503 -1.21635 -1.069
O -0.50777 -1.95888 -0.96200 -0.563
N 0.86379 -0.21642 -0.27651 1.604
C 1.23050 -1.63071 -3.41854 -0.720
C 2.48784 -1.45881 -3.97945 -0.280
C 3.06736 -2.47494 -4.73312 -0.943
C 2.39368 -3.67065 -4.92443 -0.473
C 1.13538 -3.84605 -4.35747 -1.018
C 0.55265 -2.83124 -3.61640 -0.031
C -0.66100 0.01601 -3.39993 -0.321
C -0.44242 0.90780 -4.44619 -0.348
C -1.50087 1.38543 -5.20443 -1.093
C -2.79630 0.96705 -4.92811 -0.446
C -3.01632 0.06236 -3.89953 -1.015
C -1.95439 -0.41571 -3.13820 0.375
H 1.82043 1.25858 -2.93065 0.291
H 3.03805 -0.54074 -3.81698 0.365
H 4.04962 -2.32732 -5.16352 0.415
H 2.84463 -4.46315 -5.50926 0.400
H 0.60343 -4.77924 -4.49567 0.414
H -0.42726 -2.97406 -3.17725 0.445
H 0.56438 1.23060 -4.69124 0.339
H -1.31259 2.08299 -6.01220 0.401
H -3.62704 1.34201 -5.51454 0.409
H -4.02239 -0.27222 -3.67621 0.427
H -2.14234 -1.11447 -2.33178 0.447
S -1.35115 1.84334 -0.87023 -0.462
P -1.24242 2.26924 1.01534 1.561
S 0.27674 1.33894 2.19075 -0.159
C -2.73659 1.91879 1.95820 0.141
C -3.75803 2.86981 1.99945 -0.470
C -4.90201 2.61976 2.74302 -0.654
C -5.02726 1.42600 3.44430 -0.451
C -4.02107 0.47286 3.38701 -0.682
C -2.87321 0.71743 2.64424 0.137
C -0.84056 3.98600 1.38986 0.022
C -0.40504 4.82220 0.37033 -0.466
C -0.05417 6.13549 0.66245 -0.631
C -0.13851 6.60082 1.96541 -0.408
C -0.56398 5.75773 2.98706 -0.770
C -0.91077 4.44662 2.70520 -0.278
H -3.65390 3.80222 1.45812 0.426
H -5.69144 3.36052 2.78360 0.397
H -5.91308 1.24059 4.04010 0.379
H -4.11891 -0.45835 3.93151 0.419
H -2.08110 -0.01650 2.61585 0.044
H -0.34391 4.43688 -0.64121 0.316
H 0.29107 6.78981 -0.12837 0.401
H 0.13704 7.62378 2.19165 0.378
H -0.61818 6.11996 4.00540 0.403
H -1.22413 3.78187 3.50296 0.425
S 2.59635 -2.37749 0.38666 -0.415
C 2.95772 -3.46126 1.67587 -0.012
N 2.18123 -4.55786 1.80599 0.156
C 2.31933 -5.49065 2.77257 -0.218
C 3.29294 -5.34827 3.70983 -0.567
C 4.12552 -4.22812 3.62967 -0.267
C 3.96944 -3.30504 2.62036 -0.437
H 1.43795 -4.64429 1.12297 0.288
H 1.62442 -6.31629 2.74730 0.393
H 3.39093 -6.07258 4.50507 0.415
H 4.89232 -4.07727 4.37977 0.375
H 4.60655 -2.43683 2.54161 0.535
```

E ... -7858.368083 Ha
Energy above the lowest of the compared OMol25 structures with the same formula, charge and spin ... 21.6 kcal per mole
Gap between HOMO and LUMO ... 6.01 eV
Highest occupied orbital energy ... -7.89 eV
2S+1 ... 1
Net charge ... 0



Below is C4H4O as an isolated structure, with properties calculated with ωB97M-V/def2-TZVPD.

The geometry in XYZ format:
```
9
Properties=species:S:1:pos:R:3:nbo_charge:R:1
C -1.47230 0.13438 -0.02307 -0.704
C -0.26739 -0.74867 0.02189 -0.026
C 1.01953 -0.29130 0.00286 -0.633
C 2.11641 0.39546 -0.23748 0.679
O 3.22148 0.73714 -0.43225 -0.435
H -1.29014 1.20886 -0.17075 0.197
H -2.07111 -0.01758 0.88288 0.248
H -2.09800 -0.24843 -0.84004 0.250
H 0.84152 -1.16986 0.79598 0.424
```

E ... -229.848373 Ha
Energy above the lowest of the compared OMol25 structures with the same formula, charge and spin ... 112.7 kcal per mole
Gap between HOMO and LUMO ... 7.31 eV
Highest occupied orbital energy ... -7.79 eV
2S+1 ... 1
Net charge ... 0